The following is a quantum chemistry calculation of 2 unconnected molecules or ions with the total composition C5H13NO2 in a non-equilibrium geometry, from the Open Molecules 2025 dataset.

The calculation puts the LUMO energy at 0.85 eV. For the highest occupied orbital energy, the calculation gives -0.347 Eh. The largest force on an atom is 3.27 eV/Å. The calculation puts the energy above the lowest of the compared OMol25 structures with the same formula, charge and spin at 249.61 kJ/mol. As for the structure (SMILES): C=NCCCCO.O. As for the total charge: 0. The orbital gap comes out at 10.30 eV.

Geometry (Å):
C1 1.52243 1.79031 1.17067
N1 0.92705 0.79354 1.65562
C2 1.21101 -0.56647 1.21273
C3 -0.07882 -1.24034 0.73607
C4 -1.41518 -0.49114 0.72954
C5 -1.71544 0.35413 -0.44641
O1 -1.52342 -0.24538 -1.73684
H1 1.24582 2.77081 1.55957
H2 2.22269 1.78474 0.31902
H3 1.53926 -1.13801 2.06909
H4 1.94362 -0.76418 0.35786
H5 -0.15752 -2.15621 1.36614
H6 0.07556 -1.63315 -0.28642
H7 -1.52492 0.20377 1.62943
H8 -2.22736 -1.16279 1.09634
H9 -0.98291 1.17073 -0.47166
H10 -2.72560 0.77841 -0.18270
H11 -1.88411 -1.13786 -1.67980
O2 1.14839 -0.18819 -2.29323
H12 1.35286 0.14869 -3.17421
H13 0.21654 -0.03438 -2.06069

Results of the Mulliken charge analysis, in e, for atoms 1 through 4: atom 1 (C): -0.375, atom 2 (N): -0.410, atom 3 (C): -0.346, atom 4 (C): -0.513